Record 1
Below is C6H9N in the gas phase in a non-equilibrium geometry, with properties calculated with the ωB97M-V functional and the def2-TZVPD basis.

Structure (ORCA input):
```
! wB97M-V def2-TZVPD RIJCOSX def2/J DEFGRID3
* xyz 0 1
C 1.406 -0.506 0.653
C 1.138 0.695 -0.255
C -1.190 0.696 -0.158
C -1.456 -0.506 0.615
C -0.758 -0.629 -0.742
C 0.782 -0.683 -0.620
H 2.446 -0.890 0.796
H 0.887 -0.478 1.676
H 1.966 1.405 -0.693
H -0.092 2.282 -0.548
H -2.174 1.278 -0.312
H -2.422 -0.943 0.736
H -0.700 -0.687 1.483
H -1.198 -1.372 -1.471
H 1.323 -1.271 -1.357
N 0.044 1.609 0.195
*
```

The total energy comes out at -288.642737 Ha. Its structure (SMILES) is C1[C@H]2[C@H]3C[C@H]3N[C@@H]12. For the LUMO energy, the calculation gives 1.111 eV. Its HOMO energy is -0.3320 hartree.

Results of the Mulliken charge analysis, in e, for atoms 1 through 5: number 1, C, carries -0.819; number 2, C, carries 0.019; number 3, C, carries -0.106; number 4, C, carries -0.449; number 5, C, carries -0.466

---

Record 2
Below is 3 unconnected molecules or ions with the total composition C2H10O2S2 in a non-equilibrium geometry, with properties calculated with the ωB97M-V functional and the def2-TZVPD basis.

Structure (ORCA input):
```
! wB97M-V def2-TZVPD RIJCOSX def2/J DEFGRID3
* xyz 0 1
C 2.266 -1.396 -1.504
C 1.085 -0.627 -0.909
S 1.797 0.671 0.188
S 0.128 1.834 0.663
H 2.383 -2.310 -0.946
H 1.965 -1.728 -2.497
H 3.146 -0.790 -1.485
H 0.436 -0.120 -1.600
H 0.418 -1.208 -0.283
H -0.514 1.549 -0.472
H -2.527 4.796 1.555
H -2.106 3.371 1.790
O -2.694 3.898 1.241
H -2.622 -2.926 1.152
H -1.380 -2.551 1.987
O -1.781 -2.464 1.120
*
```

The total energy comes out at -1029.027240 Ha. Its structure (SMILES) is CCSS.O.O. For the LUMO energy, the calculation gives 0.562 eV. Its HOMO energy is -0.2985 hartree.

Results of the Mulliken charge analysis, in e, for atoms 1 through 5: number 1, C, carries -1.066; number 2, C, carries -0.312; number 3, S, carries -0.109; number 4, S, carries -0.176; number 5, H, carries 0.298